Molecular formula: C24H68O28P4S4
Method: DFT, wB97M-V/def2-TZVPD

Values from the calculation:
**Structure (SMILES)**: CCOS(C)(=O)=O.CCOS(C)(=O)=O.CCOS(C)(=O)=O.CCOS(C)(=O)=O.COP(=O)(OC)OC.COP(=O)(OC)OC.COP(=O)(OC)OC.COP(=O)(OC)OC
**E_HOMO**: -0.394 hartree
**Electronic energy**: -6020.3072 a.u.
**Kohn-Sham gap**: 10.8 eV

CARTESIAN COORDINATES (ANGSTROEM)
O 15.667 27.150 16.845
S 16.337 28.405 17.260
O 17.479 28.369 18.209
O 16.920 29.104 15.836
C 16.232 29.008 14.638
C 15.928 30.413 14.132
C 15.143 29.815 17.709
H 15.301 28.442 14.669
H 16.916 28.445 14.003
H 16.900 30.854 13.910
H 15.439 31.002 14.908
H 15.401 30.425 13.179
H 14.422 30.017 16.917
H 15.763 30.701 17.841
H 14.667 29.530 18.647
O 7.958 23.394 8.235
S 9.337 23.384 8.718
O 10.027 24.631 9.040
O 9.406 22.494 10.082
C 8.707 21.273 10.100
C 8.606 20.734 11.557
C 10.417 22.397 7.588
H 9.188 20.534 9.460
H 7.681 21.377 9.746
H 8.190 19.726 11.531
H 7.868 21.239 12.181
H 9.528 20.634 12.130
H 10.969 23.040 6.902
H 9.707 21.767 7.053
H 11.054 21.809 8.249
O 10.754 24.202 12.753
S 10.446 23.615 14.038
O 9.115 23.170 14.339
O 11.579 22.398 14.358
C 11.609 21.733 15.614
C 12.650 20.723 15.588
C 10.971 24.790 15.374
H 10.648 21.305 15.901
H 11.992 22.406 16.381
H 12.778 20.173 16.521
H 13.678 21.007 15.362
H 12.385 20.004 14.813
H 12.058 24.761 15.294
H 10.652 24.419 16.348
H 10.463 25.734 15.174
O 13.225 33.303 11.495
S 11.765 33.146 11.254
O 10.956 34.341 11.030
O 11.526 32.101 10.009
C 12.574 31.128 9.844
C 12.192 30.233 8.620
C 10.993 32.175 12.614
H 12.610 30.519 10.747
H 13.475 31.722 9.692
H 12.835 29.353 8.608
H 12.374 30.749 7.678
H 11.206 29.782 8.736
H 11.590 31.363 13.031
H 10.129 31.731 12.120
H 10.459 32.789 13.339
C 13.997 25.562 12.865
O 13.498 26.830 13.283
P 13.572 28.074 12.251
O 13.142 29.371 12.803
O 15.133 27.967 11.715
C 15.491 28.344 10.404
O 12.760 27.562 10.921
C 11.435 27.093 11.061
H 13.944 25.460 11.782
H 13.413 24.703 13.195
H 15.044 25.333 13.066
H 16.344 27.778 10.028
H 15.695 29.415 10.408
H 14.706 28.038 9.714
H 11.016 27.267 12.052
H 11.436 26.020 10.870
H 10.705 27.527 10.379
C 16.193 21.216 13.294
O 16.345 22.563 12.913
P 17.616 22.946 11.914
O 17.695 22.308 10.550
O 17.650 24.540 11.897
C 18.495 25.217 10.995
O 18.890 22.695 12.904
C 18.695 22.997 14.330
H 17.036 20.575 13.035
H 15.339 20.808 12.753
H 16.064 21.134 14.374
H 19.176 25.774 11.638
H 17.837 25.908 10.468
H 19.100 24.602 10.328
H 18.004 23.815 14.532
H 19.612 23.499 14.639
H 18.679 22.054 14.878
C 17.982 33.679 11.979
O 17.815 32.385 11.438
P 18.907 31.812 10.358
O 19.551 32.764 9.423
O 19.975 30.978 11.228
C 19.744 30.041 12.203
O 18.153 30.580 9.544
C 18.996 29.617 8.954
H 18.963 34.065 11.702
H 17.886 33.674 13.064
H 17.171 34.255 11.532
H 18.686 30.002 12.460
H 20.280 30.320 13.111
H 20.158 29.060 11.971
H 18.763 29.473 7.899
H 18.908 28.660 9.469
H 20.060 29.845 8.897
C 11.562 26.721 7.052
O 12.600 26.139 6.332
P 14.076 26.348 6.994
O 15.275 25.665 6.347
O 14.075 27.983 7.098
C 15.243 28.802 6.882
O 13.936 25.972 8.538
C 14.004 24.594 8.983
H 11.737 26.775 8.126
H 10.698 26.090 6.843
H 11.400 27.701 6.602
H 16.094 28.127 6.796
H 15.412 29.486 7.713
H 15.160 29.359 5.949
H 13.000 24.226 9.195
H 14.511 24.446 9.936
H 14.411 23.992 8.170

Here are the Löwdin charges for atoms 1 to 5, given in e: number 1, O, carries -0.33; number 2, S, carries 0.74; number 3, O, carries -0.31; number 4, O, carries -0.28; number 5, C, carries -0.33

Molecular formula: C14H21BF4N4ORuSi
Method: DFT, wB97M-V/def2-TZVPD

Values from the calculation:
**Expectation value of S²**: 8.79
**Multiplicity**: 6
**E_HOMO (spin up / spin down)**: -0.043 / -0.160 hartree
**Total charge**: -1
**Electronic energy**: -1649.0457 a.u.
**Kohn-Sham gap (spin up / spin down)**: 3.5 / 5.4 eV

CARTESIAN COORDINATES (ANGSTROEM)
Ru 0.000 0.000 0.000
C 3.912 -1.483 0.054
C 3.422 -0.086 0.262
C 4.283 0.907 0.714
C 3.811 2.206 0.922
C 2.479 2.551 0.674
C 1.574 1.610 0.179
N 2.130 0.160 0.000
N 0.160 2.176 0.000
Si -0.053 3.032 -1.531
C -1.573 2.335 -2.394
C 1.413 2.992 -2.677
C -0.457 4.829 -1.100
H 4.717 -1.496 -0.688
H 3.107 -2.131 -0.307
H 4.286 -1.897 0.995
H 5.322 0.677 0.914
H 4.490 2.972 1.286
H 2.148 3.569 0.862
H -1.409 1.292 -2.682
H -1.797 2.910 -3.297
H -2.446 2.377 -1.736
H 1.697 1.965 -2.926
H 2.281 3.491 -2.236
H 1.178 3.508 -3.613
H -1.336 4.880 -0.451
H -0.664 5.403 -2.008
H 0.384 5.297 -0.580
N -2.146 2.307 -0.302
C -2.847 1.114 -0.140
C -4.234 1.103 -0.155
C -4.899 -0.111 -0.008
C -4.157 -1.274 0.144
C -2.776 -1.168 0.139
N -2.110 0.000 0.000
H -2.431 2.997 0.382
H -1.159 2.074 -0.215
H -4.792 2.023 -0.293
H -5.984 -0.147 -0.020
H -4.639 -2.239 0.256
H -2.148 -2.047 0.247
F -0.453 1.293 3.929
B 0.001 0.000 3.444
F 0.000 0.000 1.990
F 1.348 -0.254 3.928
F -0.892 -1.040 3.929
O 0.000 -1.732 0.000

Here are the Löwdin charges for atoms 1 to 5, given in e: number 1, Ru, carries 1.51; number 2, C, carries -0.03; number 3, C, carries -0.34; number 4, C, carries -0.04; number 5, C, carries -0.04

Molecular formula: C25H25BN8O2Pt
Method: DFT, wB97M-V/def2-TZVPD

Values from the calculation:
**Expectation value of S²**: 2.00
**Multiplicity**: 3
**E_HOMO (spin up / spin down)**: -0.307 / -0.330 hartree
**Electronic energy**: -1700.4000 a.u.
**Kohn-Sham gap (spin up / spin down)**: 8.9 / 8.0 eV

CARTESIAN COORDINATES (ANGSTROEM)
H -0.584 3.212 -0.817
N -0.164 2.006 -2.482
B 0.418 1.096 -4.792
N 0.240 2.241 -3.773
C 0.364 3.567 -3.953
Pt -0.250 0.230 -1.565
H 0.650 3.946 -4.921
C 0.065 4.198 -2.752
H 0.115 5.247 -2.536
C -0.306 3.194 -1.855
H 0.918 1.481 -5.806
C -2.574 -2.579 -0.022
H -2.917 -2.808 0.990
H -1.582 -3.010 -0.162
H -3.267 -2.968 -0.772
N -0.990 0.515 -5.010
N 1.262 -0.033 -4.160
N -1.711 0.038 -3.933
N 1.057 -0.466 -2.879
C -1.698 0.426 -6.158
C 2.276 -0.736 -4.689
H -1.260 0.782 -7.084
H 2.596 -0.555 -5.703
C -2.932 -0.139 -5.842
C 2.749 -1.612 -3.718
C -2.882 -0.367 -4.441
C 1.971 -1.422 -2.581
H -3.725 -0.362 -6.530
H 3.570 -2.289 -3.812
H -3.642 -0.810 -3.814
H 1.997 -1.861 -1.596
H -2.496 -1.493 -0.134
O 1.405 2.453 0.408
C 0.918 1.506 1.005
N 0.974 1.259 2.369
C 0.556 -0.063 2.750
C 0.334 -0.664 1.351
O 0.316 -1.861 1.063
N 0.253 0.384 0.466
C 1.671 -0.664 3.601
C 2.362 -1.793 3.175
C 3.387 -2.327 3.960
C 3.715 -1.712 5.170
C 3.047 -0.550 5.589
C 2.014 -0.025 4.806
C -0.787 -0.029 3.455
C -1.036 -0.719 4.649
C -2.309 -0.652 5.224
C -3.330 0.067 4.601
C -3.082 0.742 3.400
C -1.804 0.697 2.835
H 1.405 1.935 2.982
H 2.080 -2.278 2.242
H 3.894 -3.224 3.598
H 4.504 -2.137 5.788
H 3.308 -0.056 6.528
H 1.471 0.867 5.142
H -0.252 -1.298 5.141
H -2.498 -1.169 6.165
H -4.327 0.104 5.041
H -3.866 1.307 2.897
H -1.590 1.230 1.904

Here are the Löwdin charges for atoms 1 to 5, given in e: number 1, H, carries 0.10; number 2, N, carries -0.16; number 3, B, carries -0.52; number 4, N, carries -0.01; number 5, C, carries -0.05

Molecular formula: C4H6Cl2SSe
Method: DFT, wB97M-V/def2-TZVPD

Values from the calculation:
**Structure (SMILES)**: Cl[C@@H]1C[Se]C[C@H](Cl)S1
**E_HOMO**: -0.313 hartree
**Electronic energy**: -3875.9793 a.u.
**Kohn-Sham gap**: 9.1 eV

CARTESIAN COORDINATES (ANGSTROEM)
C -0.540 -0.319 1.473
C -0.051 -0.698 -1.320
C -0.708 1.238 1.225
C -0.331 0.784 -1.581
S 0.105 1.896 -0.278
Cl -2.370 1.650 1.268
Cl -2.064 0.871 -2.053
Se -1.257 -1.383 0.039
H 0.609 -0.428 1.277
H -0.787 -0.658 2.528
H -0.439 -1.024 -2.281
H 0.933 -0.990 -1.065
H -0.126 1.751 1.931
H 0.262 1.096 -2.494

Here are the Löwdin charges for atoms 1 to 5, given in e: number 1, C, carries -0.57; number 2, C, carries -0.57; number 3, C, carries -1.09; number 4, C, carries -1.07; number 5, S, carries 0.84

Molecular formula: C4H12
Method: DFT, wB97M-V/def2-TZVPD

Values from the calculation:
**Expectation value of S²**: 0.75
**Multiplicity**: 2
**E_HOMO (spin up / spin down)**: -0.610 / -0.604 hartree
**Total charge**: +1
**Electronic energy**: -159.1613 a.u.
**Kohn-Sham gap (spin up / spin down)**: 13.6 / 5.9 eV

CARTESIAN COORDINATES (ANGSTROEM)
C -1.680 -0.598 -0.829
C -0.442 -0.970 -1.537
H -2.644 -0.902 -1.271
H -1.726 -1.136 0.141
H -1.702 0.473 -0.675
H -0.449 -2.004 -1.925
H 0.474 -1.203 -0.818
H -0.062 -0.138 -2.132
C 1.033 1.542 1.012
C 1.082 0.050 1.219
H 1.951 2.119 0.893
H 0.419 1.805 0.143
H 0.528 1.977 1.888
H 1.912 -0.279 1.839
H 1.043 -0.444 0.193
H 0.264 -0.291 1.859

Here are the Löwdin charges for atoms 1 to 5, given in e: number 1, C, carries -0.08; number 2, C, carries -0.03; number 3, H, carries 0.13; number 4, H, carries 0.12; number 5, H, carries 0.09

Molecular formula: C6H13NO4SYb
Method: DFT, wB97M-V/def2-TZVPD

Values from the calculation:
**E_HOMO**: -0.584 hartree
**Total charge**: +2
**Electronic energy**: -2148.3367 a.u.
**Kohn-Sham gap**: 7.3 eV

CARTESIAN COORDINATES (ANGSTROEM)
N 3.576 0.031 0.050
C 2.180 -0.321 0.268
C 1.273 0.684 -0.502
C 0.344 1.619 0.297
C -1.001 0.948 0.527
C -1.126 -0.492 0.953
C -2.630 -0.804 0.986
O -2.902 -1.259 -0.407
S -1.628 -1.449 -1.272
O -1.586 -2.711 -1.878
O -1.352 -0.249 -2.136
O -0.583 -1.306 -0.128
H 4.037 0.288 0.913
H 4.098 -0.761 -0.300
H 1.915 -0.297 1.329
H 1.982 -1.328 -0.094
H 0.667 0.089 -1.203
H 1.985 1.311 -1.063
H 0.026 2.497 -0.301
H 0.868 2.058 1.144
H -1.492 0.964 -0.447
H -1.632 1.558 1.177
H -0.652 -0.777 1.889
H -2.885 -1.607 1.672
H -3.253 0.067 1.160
Yb -0.232 1.247 -2.635

Here are the Löwdin charges for atoms 1 to 5, given in e: number 1, N, carries 0.02; number 2, C, carries -0.23; number 3, C, carries -0.25; number 4, C, carries -0.16; number 5, C, carries -0.16

Molecular formula: C23H49N2OP3PdS
Method: DFT, wB97M-V/def2-TZVPD

Values from the calculation:
**Expectation value of S²**: 6.05
**Multiplicity**: 5
**E_HOMO (spin up / spin down)**: -0.677 / -0.637 hartree
**Total charge**: +4
**Electronic energy**: -2639.0657 a.u.
**Kohn-Sham gap (spin up / spin down)**: 6.7 / 2.7 eV

CARTESIAN COORDINATES (ANGSTROEM)
Pd 0.130 -0.397 -1.489
P -0.176 -2.830 -1.248
P 2.317 0.251 -2.132
P -0.843 0.609 -3.313
H -6.266 5.223 3.744
C -6.837 4.785 2.914
C -7.451 3.594 3.038
H -7.393 3.016 3.972
C -0.287 -3.811 0.300
C 1.093 -3.704 -2.251
C -1.810 -3.265 -1.942
C 2.866 1.993 -1.970
C 3.687 -0.525 -1.229
C 2.790 -0.196 -3.864
C -2.616 0.944 -3.156
C -0.715 -0.492 -4.757
C -0.212 2.231 -3.891
H -6.915 5.376 1.991
H -8.063 3.178 2.225
H -0.832 -3.246 1.062
H 0.715 -4.061 0.703
H -0.828 -4.742 0.080
H 2.099 -3.414 -1.908
H 0.961 -3.413 -3.307
H 0.962 -4.794 -2.138
H -2.574 -2.957 -1.214
H -1.840 -4.358 -2.073
H -1.974 -2.756 -2.898
H 3.891 2.123 -2.356
H 2.861 2.258 -0.906
H 2.195 2.673 -2.503
H 4.664 -0.213 -1.604
H 3.621 -1.611 -1.320
H 3.626 -0.268 -0.168
H 3.879 -0.075 -4.004
H 2.277 0.437 -4.600
H 2.535 -1.252 -4.061
H -2.983 1.261 -4.141
H -2.794 1.739 -2.419
H -3.145 0.036 -2.839
H -1.009 0.086 -5.649
H -1.407 -1.334 -4.620
H 0.310 -0.875 -4.876
H -0.924 2.584 -4.664
H 0.794 2.166 -4.333
H -0.203 2.954 -3.054
C -2.481 1.411 0.743
C -2.002 2.659 0.270
C -2.612 3.857 0.667
C -3.716 3.829 1.524
C -4.265 2.613 1.897
C -3.691 1.415 1.490
S -1.536 -0.025 0.509
H 0.105 0.739 -0.253
H -1.106 2.659 -0.370
H -2.213 4.799 0.304
H -4.140 4.757 1.880
H -5.163 2.602 2.517
H -4.114 0.452 1.790
C 0.439 -0.094 3.238
N 1.706 -0.739 3.565
C 2.476 -0.332 4.707
C 3.644 -1.248 4.955
C 4.331 -1.637 3.665
N 3.416 -2.070 2.658
C 3.961 -2.871 1.588
C 2.190 -1.468 2.512
O 1.543 -1.621 1.453
H -0.311 -0.834 2.903
H 0.600 0.577 2.372
H 0.061 0.416 4.126
H 2.847 0.701 4.599
H 1.788 -0.328 5.534
H 3.383 -2.118 5.583
H 4.410 -0.737 5.533
H 5.094 -2.425 3.718
H 4.830 -0.707 3.272
H 4.965 -2.450 1.357
H 4.083 -3.921 1.847
H 3.302 -2.787 0.720

Here are the Löwdin charges for atoms 1 to 5, given in e: number 1, Pd, carries 0.19; number 2, P, carries 0.83; number 3, P, carries 0.75; number 4, P, carries 0.72; number 5, H, carries 0.08

Molecular formula: C3H13N3O
Method: DFT, wB97M-V/def2-TZVPD

Values from the calculation:
**Structure (SMILES)**: NCCN.NCO
**E_HOMO**: -0.339 hartree
**Electronic energy**: -361.5928 a.u.
**Kohn-Sham gap**: 10.3 eV

CARTESIAN COORDINATES (ANGSTROEM)
N -1.459 1.297 0.644
C -1.546 0.658 -0.680
C -0.274 0.942 -1.468
N -0.185 0.053 -2.626
H -0.079 0.246 1.497
H -1.438 2.304 0.548
H -2.244 1.056 1.233
H -1.644 -0.421 -0.533
H -2.410 1.002 -1.259
H -0.303 1.969 -1.839
H 0.578 0.834 -0.795
H 0.539 0.387 -3.246
H 0.124 -0.861 -2.313
N 1.791 -1.286 0.409
C 0.972 -1.413 1.612
O 0.593 -0.161 2.084
H 2.547 -0.634 0.588
H 2.187 -2.178 0.146
H 0.102 -2.028 1.355
H 1.512 -1.900 2.430

Here are the Löwdin charges for atoms 1 to 5, given in e: number 1, N, carries -0.02; number 2, C, carries -0.27; number 3, C, carries -0.31; number 4, N, carries -0.01; number 5, H, carries 0.03